{
  "formula": "C18H14Br2N7OW",
  "method": "the ωB97M-V functional and the def2-TZVPD basis",
  "orbital_gap_ev": [5.709, 5.846],
  "charge": 3,
  "mol_weight_g_mol": 688.0,
  "multiplicity": 3,
  "total_energy_ev": -173251.745,
  "elements": ["W", "N", "C", "N", "C", "N", "N", "C", "N", "C", "C", "C", "C", "C", "N", "H", "H", "H", "H", "H", "H", "H", "H", "C", "C", "C", "C", "C", "C", "Br", "C", "C", "Br", "C", "O", "C", "N", "H", "H", "H", "H", "H", "H"],
  "xyz": [[2.03692, -0.21802, -1.28981], [0.67590, -0.59026, -4.32578], [-0.14788, -0.63818, -3.28145], [-1.35985, -0.14278, -3.35251], [-2.23916, -0.04690, -2.34411], [-3.44773, 0.39144, -2.58243], [-1.79731, -0.43978, -1.12349], [-0.40018, -0.67819, -1.00797], [0.40404, -1.16522, -2.10667], [0.63705, -1.27185, 1.22294], [0.69217, -1.56492, 2.58057], [1.92360, -1.60711, 3.22553], [3.10266, -1.40249, 2.50391], [2.99624, -1.17459, 1.14814], [1.79796, -1.09391, 0.53607], [0.32403, -0.26845, -5.22319], [1.50713, -1.18051, -4.34692], [-3.70929, 0.61713, -3.53577], [-4.16059, 0.47737, -1.87151], [-0.21575, -1.76881, 3.12883], [1.96941, -1.81684, 4.28481], [4.06724, -1.44472, 2.98988], [3.88038, -1.05798, 0.46924], [-1.00956, -2.83445, 0.26505], [-0.60867, -1.35898, 0.35684], [-1.94272, -0.45579, 0.36915], [-1.88326, 0.87490, 1.05428], [-0.89807, 1.81362, 0.92936], [-0.78785, 3.07651, 1.64143], [-2.21245, 3.66263, 2.71355], [0.34613, 3.85333, 1.52947], [1.48622, 3.50060, 0.77452], [2.99340, 4.61483, 0.71123], [1.46665, 2.27851, 0.07076], [2.41314, 1.71281, -0.63708], [0.23472, 1.54652, 0.08482], [0.31478, 0.56345, -0.79197], [-1.41955, -3.17799, 1.21277], [-0.14104, -3.44505, 0.02649], [-1.75515, -2.99292, -0.50835], [-2.82493, -1.01649, 0.68422], [-2.69341, 1.08308, 1.74053], [0.38464, 4.78648, 2.07458]]
}